No. 1
C4H7NO | ωB97M-V with the def2-TZVPD basis set

Structure (XYZ):
```
13
Properties=species:S:1:pos:R:3:lowdin_charge:R:1
C -1.5379 -0.3466 0.3137 -0.06
C -0.2943 -0.1127 -0.5254 -0.35
C 0.5845 1.1029 -0.1308 -0.03
C 1.6646 0.0673 0.2232 -0.49
O 2.7796 0.0986 0.6796 0.07
N 0.8543 -0.9577 -0.1913 0.11
H -1.9794 -1.3276 0.1044 0.07
H -1.2973 -0.3009 1.3818 0.08
H -2.2897 0.4184 0.0913 0.08
H -0.5387 -0.1439 -1.5944 0.13
H 0.8639 1.7743 -0.9461 0.11
H 0.2245 1.6842 0.7229 0.12
H 0.9659 -1.9564 -0.1287 0.14
```

## Properties
Relative energy (zero: lowest compared OMol25 entry of this formula, charge and spin) in kJ/mol: 67.8
HOMO-LUMO gap in eV: 10.74
Charge: 0
E_LUMO in eV: 0.940
HOMO energy in eV: -9.8
SMILES: C[C@H]1CC(=O)N1



No. 2
C4H7NO | ωB97M-V with the def2-TZVPD basis set

Structure (XYZ):
```
13
Properties=species:S:1:pos:R:3:lowdin_charge:R:1
C 0.5510 1.2015 1.1039 -0.05
C 0.3799 0.4103 -0.1642 -0.33
C 0.9292 -0.9462 -0.4328 -0.06
N -0.4448 -0.7630 0.0185 -0.03
C -1.6349 -0.8195 -0.6977 -0.31
O -2.1316 0.1492 -1.2242 0.04
H -0.4156 1.6749 1.3132 0.08
H 1.3043 1.9900 1.0303 0.07
H 0.7914 0.5326 1.9353 0.08
H 0.1505 0.9973 -1.0535 0.14
H 1.0885 -1.2256 -1.4740 0.11
H 1.6002 -1.4202 0.2802 0.11
H -2.1682 -1.7812 -0.6350 0.13
```

## Properties
Relative energy (zero: lowest compared OMol25 entry of this formula, charge and spin) in kJ/mol: 178.6
HOMO-LUMO gap in eV: 10.83
Charge: 0
E_LUMO in eV: 0.930
HOMO energy in eV: -9.9
SMILES: C[C@H]1CN1C=O



No. 3
C4H7NO | ωB97M-V with the def2-TZVPD basis set

Structure (XYZ):
```
13
Properties=species:S:1:pos:R:3:lowdin_charge:R:1
C -2.1003 -0.1034 0.1820 -0.01
N -1.0411 0.7244 0.1022 -0.11
C -0.3004 0.0595 -0.8294 -0.13
C 1.0757 -0.3817 -0.5438 -0.28
C 1.8206 0.0810 0.6359 -0.14
O 1.2838 -1.2248 0.6054 -0.04
H -1.9300 -1.1220 0.5010 0.06
H -3.1212 0.2636 0.0679 0.06
H -0.9191 1.6552 0.4872 0.14
H -0.7369 -0.1200 -1.8037 0.09
H 1.6542 -0.6972 -1.4132 0.14
H 2.9081 0.1522 0.5885 0.11
H 1.3463 0.7628 1.3430 0.11
```

## Properties
Relative energy (zero: lowest compared OMol25 entry of this formula, charge and spin) in kJ/mol: 496.9
HOMO-LUMO gap in eV: 8.30
Charge: 0
E_LUMO in eV: 0.605
HOMO energy in eV: -7.7



No. 4
C4H7NO | ωB97M-V with the def2-TZVPD basis set

Structure (XYZ):
```
13
Properties=species:S:1:pos:R:3:lowdin_charge:R:1
O 0.8725 1.8229 -0.3535 -0.02
C 1.6501 0.9110 -0.1106 -0.34
C 1.3205 -0.4516 -0.0111 -0.02
C -0.5831 -0.3810 0.7274 -0.23
C -1.4767 0.3220 -0.1238 -0.16
N -1.4083 -1.1921 -0.1130 0.01
H 2.6351 1.3119 0.0716 0.11
H 2.0575 -1.0195 0.5498 0.08
H 0.9582 -0.9582 -0.8845 0.09
H -0.4438 -0.4151 1.7906 0.11
H -0.7064 0.8058 -1.0804 0.18
H -2.3164 0.9502 0.2081 0.11
H -2.1750 -1.5976 0.4267 0.09
```

## Properties
Relative energy (zero: lowest compared OMol25 entry of this formula, charge and spin) in kJ/mol: 504.7
HOMO-LUMO gap in eV: 9.72
Charge: 0
E_LUMO in eV: 0.616
HOMO energy in eV: -9.1



No. 5
C4H7NO | ωB97M-V with the def2-TZVPD basis set

Structure (XYZ):
```
13
Properties=species:S:1:pos:R:3:lowdin_charge:R:1
C 1.6599 0.3115 0.0931 -0.50
C 0.5413 0.5513 0.8949 -0.01
C -1.3017 1.3523 -0.1566 0.11
C 0.0363 -1.6405 -0.2983 -0.05
N 0.8919 -0.7750 0.4644 -0.03
O 2.5045 0.6696 -0.6268 0.14
H 0.6316 0.7526 1.9895 0.11
H -1.7792 0.4379 -0.3880 -0.02
H -0.8189 1.8756 -1.0179 0.04
H -1.6625 2.0036 0.5786 -0.01
H -0.9791 -1.3843 -0.0424 0.07
H 0.1609 -1.5102 -1.3794 0.10
H 0.1149 -2.6444 -0.1110 0.05
```

## Properties
Relative energy (zero: lowest compared OMol25 entry of this formula, charge and spin) in kJ/mol: 503.0
HOMO-LUMO gap in eV: 9.33
Charge: 0
E_LUMO in eV: 0.279
HOMO energy in eV: -9.0



No. 6
C4H7NO | ωB97M-V with the def2-TZVPD basis set

Structure (XYZ):
```
13
Properties=species:S:1:pos:R:3:lowdin_charge:R:1
O 2.4409 -1.5849 -0.4461 0.03
C 1.7576 -0.5892 -0.5127 -0.37
N 0.8026 -0.2640 0.4217 0.02
C 0.0053 0.8840 0.3711 -0.27
C -0.9591 1.1725 1.2446 0.00
C -1.1303 -0.7230 -1.5242 0.18
H 1.8235 0.1509 -1.3286 0.14
H 0.7178 -0.8977 1.2069 0.16
H 0.2379 1.5368 -0.4656 0.11
H -1.1957 0.5223 2.0831 0.06
H -1.5326 2.0854 1.1392 0.06
H -2.1020 -0.5450 -1.0120 -0.06
H -0.8659 -1.7480 -1.1774 -0.05
```

## Properties
Relative energy (zero: lowest compared OMol25 entry of this formula, charge and spin) in kJ/mol: 543.6
HOMO-LUMO gap (spin up / spin down) in eV: 8.26 / 8.26
Charge: 0
E_LUMO (spin up / spin down) in eV: -0.956 / -0.962
HOMO energy (spin up / spin down) in eV: -9.2 / -9.2



No. 7
C4H7NO | ωB97M-V with the def2-TZVPD basis set

Structure (XYZ):
```
13
Properties=species:S:1:pos:R:3:lowdin_charge:R:1
C -0.3804 1.1633 1.0875 -0.05
C -0.5733 -0.0243 0.1676 -0.34
C 0.1074 0.1001 -1.2156 -0.17
N 0.9997 -1.0589 -1.3177 0.06
C 0.8963 -1.6639 -0.2112 -0.24
O 0.0645 -1.1918 0.7424 -0.03
H -0.7873 0.9582 2.0817 0.08
H 0.6844 1.3992 1.1854 0.09
H -0.8931 2.0403 0.6777 0.09
H -1.6369 -0.2689 0.0767 0.14
H -0.6112 0.0926 -2.0407 0.11
H 0.6973 1.0216 -1.2994 0.11
H 1.4326 -2.5675 0.0657 0.13
```

## Properties
Relative energy (zero: lowest compared OMol25 entry of this formula, charge and spin) in kJ/mol: 91.9
HOMO-LUMO gap in eV: 10.56
Charge: 0
E_LUMO in eV: 1.017
HOMO energy in eV: -9.5
SMILES: C[C@H]1CN=CO1



No. 8
C4H7NO | ωB97M-V with the def2-TZVPD basis set

Structure (XYZ):
```
13
Properties=species:S:1:pos:R:3:lowdin_charge:R:1
C -1.9382 -0.4009 0.7659 -0.16
C -0.8597 0.2814 0.9814 -0.18
C 0.9294 -1.5546 -1.1399 -0.06
C 0.4126 2.1307 0.2889 -0.08
N -0.4677 1.2859 0.0966 -0.06
O -2.8387 -1.0992 0.6590 0.22
H -0.6219 0.4073 2.0157 0.12
H 0.7024 -0.5243 -0.8159 -0.02
H 0.0472 -2.1308 -1.3867 0.01
H 1.6729 -1.4520 -1.9203 0.01
H 0.9769 2.4522 1.2089 0.09
H 1.3305 -2.1132 -0.1872 0.06
H 0.6543 2.7176 -0.5664 0.05
```

## Properties
Relative energy (zero: lowest compared OMol25 entry of this formula, charge and spin) in kJ/mol: 309.2
HOMO-LUMO gap in eV: 9.78
Charge: 0
E_LUMO in eV: 0.713
HOMO energy in eV: -9.1
SMILES: C=NC=C=O.C



No. 9
C4H7NO | ωB97M-V with the def2-TZVPD basis set

Structure (XYZ):
```
13
Properties=species:S:1:pos:R:3:lowdin_charge:R:1
C -1.6583 -0.3484 -1.0085 -0.02
C -0.3852 -0.4082 -0.2142 -0.44
C -0.0104 0.7212 0.7702 -0.18
N 1.1997 0.3314 1.4599 -0.03
C 2.1236 0.0076 0.6502 -0.06
O 0.3258 -1.3773 -0.3531 0.06
H -1.4411 -0.8258 -1.9670 0.09
H -2.3905 -0.9708 -0.4854 0.09
H -2.0631 0.6542 -1.1583 0.08
H 2.0666 0.2155 -0.4262 0.09
H 0.0637 1.6837 0.2362 0.13
H -0.8343 0.8362 1.4867 0.12
H 3.0036 -0.5195 1.0095 0.08
```

## Properties
Relative energy (zero: lowest compared OMol25 entry of this formula, charge and spin) in kJ/mol: 177.3
HOMO-LUMO gap in eV: 10.34
Charge: 0
E_LUMO in eV: 0.928
HOMO energy in eV: -9.4
SMILES: C=NCC(C)=O



No. 10
C4H7NO | ωB97M-V with the def2-TZVPD basis set

Structure (XYZ):
```
13
Properties=species:S:1:pos:R:3:lowdin_charge:R:1
C 0.0399 1.8580 -0.2434 -0.09
C 0.7391 0.5047 -0.2358 -0.23
C -0.5868 -1.7977 1.5492 0.17
C -0.5954 -1.4843 0.1836 -0.63
O -1.4177 -2.4195 -0.0018 0.04
N -0.1297 -0.5799 -0.6703 0.08
H -0.2370 2.1587 -1.2598 0.07
H -0.8673 1.8212 0.3670 0.08
H 0.7020 2.6274 0.1666 0.08
H 1.6342 0.5223 -0.8670 0.12
H 0.1527 -2.5879 1.7398 0.03
H 1.0639 0.2530 0.7786 0.12
H -0.5332 -0.5674 -1.5984 0.16
```

## Properties
Relative energy (zero: lowest compared OMol25 entry of this formula, charge and spin) in kJ/mol: 382.5
HOMO-LUMO gap in eV: 9.44
Charge: 0
E_LUMO in eV: 0.719
HOMO energy in eV: -8.7



No. 11
C4H7NO | ωB97M-V with the def2-TZVPD basis set

Structure (XYZ):
```
13
Properties=species:S:1:pos:R:3:lowdin_charge:R:1
C -1.5562 1.5284 -0.0386 -0.01
C -0.7594 0.4064 -0.6553 -0.53
N -0.8076 -0.7937 0.0772 0.11
C 0.2454 -1.4371 0.3764 -0.17
C 1.6770 -1.0386 0.1661 -0.06
O -0.2192 0.4902 -1.7409 0.07
H -1.3842 2.4416 -0.6103 0.08
H -1.2858 1.6748 1.0123 0.08
H -2.6206 1.2709 -0.0693 0.09
H 2.1842 -1.0009 1.1364 0.08
H 0.0940 -2.4044 0.8680 0.11
H 2.1791 -1.8062 -0.4344 0.09
H 1.7743 -0.0803 -0.3458 0.07
```

## Properties
Relative energy (zero: lowest compared OMol25 entry of this formula, charge and spin) in kJ/mol: 88.4
HOMO-LUMO gap in eV: 10.54
Charge: 0
E_LUMO in eV: 0.943
HOMO energy in eV: -9.6
SMILES: C/C=N\C(C)=O



No. 12
C4H7NO | ωB97M-V with the def2-TZVPD basis set

Structure (XYZ):
```
13
Properties=species:S:1:pos:R:3:lowdin_charge:R:1
C -1.5103 1.7161 0.8071 -0.11
N -0.1089 1.5276 0.8414 -0.07
C 0.7621 0.7420 0.7784 0.05
C 1.3680 -0.7681 -0.8677 -0.11
C 0.5531 -1.9053 -0.5053 -0.26
O -0.2156 -0.7499 -0.5638 -0.15
H -1.9617 0.8118 0.3881 0.08
H -1.7635 2.5870 0.2035 0.08
H -1.8392 1.8710 1.8357 0.08
H 2.2456 -0.4714 -0.2743 0.07
H 1.4150 -0.4245 -1.8837 0.10
H 0.3703 -2.6462 -1.2662 0.10
H 0.6852 -2.2902 0.5069 0.12
```

## Properties
Relative energy (zero: lowest compared OMol25 entry of this formula, charge and spin) in kJ/mol: 499.7
HOMO-LUMO gap in eV: 10.53
Charge: 0
E_LUMO in eV: 1.118
HOMO energy in eV: -9.4



No. 13
C4H7NO | ωB97M-V with the def2-TZVPD basis set

Structure (XYZ):
```
13
Properties=species:S:1:pos:R:3:lowdin_charge:R:1
C 0.1595 1.9044 -1.8451 -0.42
C -0.0538 0.0794 -0.2818 -0.35
C -0.5014 -1.3443 -0.4464 -0.03
C 0.3118 0.7131 1.0343 -0.01
N 0.2184 0.7213 -1.3257 0.14
O -0.8585 2.5406 -1.7779 0.03
H 1.0211 2.2117 -2.2971 0.10
H -1.6169 -1.2674 -0.2084 0.11
H -0.0829 -2.0132 0.2514 0.05
H -0.4255 -1.8067 -1.5279 0.13
H 0.3613 1.8329 0.8491 0.11
H 1.2275 0.4420 1.6106 0.10
H -0.5105 0.5556 1.6389 0.05
```

## Properties
Relative energy (zero: lowest compared OMol25 entry of this formula, charge and spin) in kJ/mol: 207.7
HOMO-LUMO gap in eV: 10.09
Charge: 0
E_LUMO in eV: 0.782
HOMO energy in eV: -9.3
SMILES: CC(C)=NC=O



No. 14
C4H7NO | ωB97M-V with the def2-TZVPD basis set

Structure (XYZ):
```
13
Properties=species:S:1:pos:R:3:lowdin_charge:R:1
C -0.4895 1.2892 0.1670 -0.05
C -0.3877 -0.1105 -0.4503 -0.34
C 0.8542 -0.8878 0.0388 -0.24
O 2.0462 -0.1910 -0.2340 -0.05
C -1.5764 -0.9197 -0.1465 -0.21
N -2.4728 -1.5933 0.1393 0.15
H -1.1976 1.9146 -0.3817 0.09
H -0.8075 1.2453 1.2132 0.09
H 0.4880 1.7770 0.1121 0.07
H -0.3120 -0.0175 -1.5403 0.15
H 0.9132 -1.8379 -0.4995 0.13
H 0.7456 -1.1152 1.1089 0.13
H 2.1963 0.4469 0.4729 0.09
```

## Properties
Relative energy (zero: lowest compared OMol25 entry of this formula, charge and spin) in kJ/mol: 104.1
HOMO-LUMO gap in eV: 11.59
Charge: 0
E_LUMO in eV: 0.642
HOMO energy in eV: -10.9
SMILES: C[C@H](C#N)CO



No. 15
C4H7NO | ωB97M-V with the def2-TZVPD basis set

Structure (XYZ):
```
13
Properties=species:S:1:pos:R:3:lowdin_charge:R:1
C -1.2877 -0.4172 -1.1281 -0.07
N -0.7676 -0.0695 0.1551 -0.22
C 0.0166 -0.7800 1.0339 -0.03
C 0.2315 0.8397 0.5310 -0.15
C 1.6330 0.8749 0.1026 -0.29
O 2.3931 1.7840 0.3611 0.03
H -2.1235 -1.1016 -0.9632 0.09
H -0.5647 -0.8745 -1.8183 0.08
H -1.6692 0.5088 -1.5662 0.09
H -0.2097 -0.8092 2.0923 0.09
H 0.5237 -1.6998 0.6640 0.12
H -0.1489 1.8035 0.9187 0.14
H 1.9734 -0.0591 -0.3828 0.12
```

## Properties
Relative energy (zero: lowest compared OMol25 entry of this formula, charge and spin) in kJ/mol: 335.8
HOMO-LUMO gap in eV: 9.90
Charge: 0
E_LUMO in eV: 0.891
HOMO energy in eV: -9.0
SMILES: CN1C[C@H]1C=O



No. 16
C4H7NO | ωB97M-V with the def2-TZVPD basis set

Structure (XYZ):
```
13
Properties=species:S:1:pos:R:3:lowdin_charge:R:1
C -1.4977 -0.6615 0.2464 -0.07
C -0.2604 -0.1440 -0.4796 -0.38
C 0.2982 1.1439 0.1508 -0.12
O 1.7226 0.9016 0.2135 -0.05
C 1.8841 -0.3977 -0.1061 -0.23
N 0.8806 -1.0859 -0.4783 0.10
H -1.7316 -1.6651 -0.1039 0.07
H -2.3891 -0.0367 0.0857 0.08
H -1.3233 -0.7132 1.3258 0.08
H -0.5209 0.0508 -1.5321 0.14
H -0.0759 1.3394 1.1661 0.12
H 0.0802 2.0066 -0.4748 0.12
H 2.9258 -0.7327 -0.0116 0.14
```

## Properties
Relative energy (zero: lowest compared OMol25 entry of this formula, charge and spin) in kJ/mol: 102.5
HOMO-LUMO gap in eV: 10.62
Charge: 0
E_LUMO in eV: 1.027
HOMO energy in eV: -9.6
SMILES: C[C@H]1COC=N1



No. 17
C4H7NO | ωB97M-V with the def2-TZVPD basis set

Structure (XYZ):
```
13
Properties=species:S:1:pos:R:3:lowdin_charge:R:1
O 1.2631 -0.4214 1.4935 0.04
C 0.4180 -0.1495 0.4348 -0.52
C -0.4880 -1.1314 -0.3032 0.01
N -0.8461 0.4409 -0.8648 -0.03
C -0.8115 0.7571 0.5815 -0.14
C 0.6629 0.5713 -0.8814 -0.11
H 1.8960 -1.0958 1.2237 0.10
H -0.6717 -1.1462 -1.3630 0.09
H -1.2190 -1.6309 0.3450 0.10
H -0.6827 1.8258 0.7554 0.11
H -1.6922 0.3495 1.0874 0.11
H 1.1891 0.0166 -1.6710 0.11
H 0.9821 1.6140 -0.8380 0.11
```

## Properties
Relative energy (zero: lowest compared OMol25 entry of this formula, charge and spin) in kJ/mol: 521.3
HOMO-LUMO gap in eV: 10.12
Charge: 0
E_LUMO in eV: 0.762
HOMO energy in eV: -9.4



No. 18
C4H7NO | ωB97M-V with the def2-TZVPD basis set

Structure (XYZ):
```
13
Properties=species:S:1:pos:R:3:lowdin_charge:R:1
C 1.0726 0.7531 0.1722 -0.08
C 0.3963 -0.3265 -0.7567 -0.59
C -0.5360 -1.2974 0.0709 -0.12
N -1.4398 -0.3577 0.7092 0.07
C -1.4076 0.8016 0.4418 0.14
O -0.3442 0.3233 -1.6493 -0.15
H 0.6925 1.7515 -0.1057 0.08
H 1.0306 0.6538 1.2685 0.08
H 2.1139 0.7559 -0.1233 0.07
H 1.1818 -1.0094 -1.1634 0.14
H -1.1054 -1.9804 -0.5709 0.12
H -0.0330 -1.8518 0.8653 0.12
H -1.6217 1.7840 0.8415 0.12
```

## Properties
Relative energy (zero: lowest compared OMol25 entry of this formula, charge and spin) in kJ/mol: 490.7
HOMO-LUMO gap (spin up / spin down) in eV: 8.04 / 8.05
Charge: 0
E_LUMO (spin up / spin down) in eV: -0.392 / -0.388
HOMO energy (spin up / spin down) in eV: -8.4 / -8.4



No. 19
C4H7NO | ωB97M-V with the def2-TZVPD basis set

Structure (XYZ):
```
13
Properties=species:S:1:pos:R:3:lowdin_charge:R:1
C 1.9118 0.1956 -1.1584 0.07
C -2.5091 0.5465 0.0040 -0.18
C 1.2290 -0.7810 -0.5022 -0.14
C 1.3514 -0.8749 0.9778 -0.34
N -2.8452 1.2182 0.9589 0.03
O 1.7341 -0.0194 1.6928 0.07
H 1.9376 0.1429 -2.2087 0.05
H 2.3843 1.0065 -0.6794 0.06
H -1.4754 0.1359 -0.3265 0.08
H 0.7314 -1.6300 -0.9995 0.10
H 1.0059 -1.8943 1.3475 0.12
H -2.1600 1.4092 1.6496 0.03
H -3.2959 0.5448 -0.7560 0.06
```

## Properties
Relative energy (zero: lowest compared OMol25 entry of this formula, charge and spin) in kJ/mol: 308.0
HOMO-LUMO gap in eV: 9.68
Charge: 0
E_LUMO in eV: -0.116
HOMO energy in eV: -9.8
SMILES: C=CC=O.C=N



No. 20
C4H7NO | ωB97M-V with the def2-TZVPD basis set

Structure (XYZ):
```
13
Properties=species:S:1:pos:R:3:lowdin_charge:R:1
C 1.5472 -0.1050 -0.8129 -0.05
C 0.4038 0.4462 0.0344 -0.31
N -0.9445 0.5535 -0.4979 -0.04
C -1.6356 -0.1410 0.5680 -0.12
C -0.2307 -0.4833 1.0882 -0.33
O 0.2045 -1.2358 1.9120 0.12
H 2.0170 0.6934 -1.3966 0.07
H 1.2060 -0.8882 -1.4978 0.08
H 2.3185 -0.5300 -0.1595 0.08
H 0.7284 1.3856 0.5135 0.14
H -1.2732 0.8580 -1.3964 0.12
H -2.2635 -1.0003 0.2927 0.12
H -2.1951 0.4978 1.2748 0.11
```

## Properties
Relative energy (zero: lowest compared OMol25 entry of this formula, charge and spin) in kJ/mol: 189.0
HOMO-LUMO gap in eV: 9.83
Charge: 0
E_LUMO in eV: 1.027
HOMO energy in eV: -8.8
SMILES: C[C@H]1NCC1=O



| no. | energy (a.u.) |
| --- | --- |
| 1 | -286.60581 |
| 2 | -286.56362 |
| 3 | -286.44238 |
| 4 | -286.43940 |
| 5 | -286.44005 |
| 6 | -286.42462 |
| 7 | -286.59666 |
| 8 | -286.51388 |
| 9 | -286.56411 |
| 10 | -286.48596 |
| 11 | -286.59800 |
| 12 | -286.44133 |
| 13 | -286.55255 |
| 14 | -286.59199 |
| 15 | -286.50374 |
| 16 | -286.59262 |
| 17 | -286.43309 |
| 18 | -286.44474 |
| 19 | -286.51434 |
| 20 | -286.55964 |